1.
{"formula": "C20H36BCrN8O7P2S", "method": "ωB97M-V/def2-TZVPD", "elements": ["H", "N", "H", "H", "P", "N", "C", "H", "C", "O", "H", "C", "O", "H", "H", "C", "H", "N", "H", "H", "H", "N", "C", "H", "C", "O", "H", "H", "O", "H", "C", "H", "H", "C", "H", "S", "C", "H", "N", "N", "C", "C", "C", "H", "H", "H", "H", "B", "H", "C", "N", "H", "H", "H", "H", "H", "O", "H", "C", "C", "H", "N", "O", "C", "H", "H", "Cr", "C", "C", "C", "O", "H", "C", "H", "H", "P"], "positions_angstrom": [[-3.787, 0.987, 3.494], [0.422, 1.108, 2.480], [-1.315, -2.289, 5.880], [1.550, 1.834, -4.939], [-1.224, -2.137, -2.532], [-1.528, 0.263, 0.189], [3.532, 1.751, 0.804], [3.571, 0.878, 0.149], [-2.952, 1.312, 1.540], [-0.250, -1.003, -2.286], [1.954, 1.121, -1.213], [1.636, 0.796, -5.237], [-1.786, -1.986, -4.034], [0.066, 4.036, -3.076], [-1.400, 0.635, 3.667], [0.628, 2.011, -2.549], [-0.264, -0.081, -4.666], [2.359, 0.063, -4.210], [2.412, -3.407, 1.266], [0.088, 1.558, -3.371], [2.270, 0.788, -6.125], [1.795, 1.212, -2.203], [-1.309, -1.474, 5.156], [-0.840, -0.606, 5.621], [-3.560, 1.808, 2.813], [-2.329, -2.273, -1.534], [-3.060, 1.745, -2.383], [-2.341, -1.208, 4.924], [-0.453, -3.549, -2.629], [2.803, 3.140, 3.349], [2.456, 0.231, -2.870], [-1.719, -3.643, -0.517], [2.113, -4.488, 2.648], [2.136, 2.425, 2.891], [-0.338, 0.919, -6.135], [3.436, -0.810, -1.981], [0.268, 0.203, -5.573], [-1.590, 0.757, -2.533], [1.297, 0.914, 1.452], [0.187, -1.875, 1.846], [-2.468, 0.843, -0.567], [0.912, 2.010, 3.361], [-3.385, 1.513, 0.248], [2.777, -0.811, -4.486], [-2.896, 2.497, 3.337], [3.526, 2.651, 0.179], [1.454, 3.924, -1.981], [-0.880, 0.281, 2.649], [-0.793, 2.842, 4.381], [0.971, 3.468, -2.846], [-1.838, 0.569, 1.481], [-4.253, 2.066, -0.075], [0.409, -3.813, 4.470], [1.183, -4.651, 1.159], [1.659, 3.551, -3.690], [4.445, 1.776, 1.399], [1.103, -2.874, -0.781], [0.373, -0.700, -6.177], [0.670, -2.971, 2.432], [0.209, -3.034, 3.753], [-3.156, -0.023, -2.397], [-0.570, -1.225, 2.778], [-0.982, -4.232, -0.247], [2.335, 1.700, 1.700], [-0.041, 1.973, -1.688], [-4.487, 2.333, 2.582], [0.005, -1.279, -0.194], [1.647, -3.932, 1.834], [-2.564, 0.829, -2.060], [0.197, 2.443, 4.603], [0.914, -5.385, -1.439], [0.779, 3.225, 5.092], [-0.572, -1.914, 3.933], [0.070, 1.620, 5.308], [-1.969, -2.858, -4.398], [0.283, -4.080, -1.227]], "mulliken_charge": [0.240, 0.671, 0.370, -0.072, 0.466, 1.230, -1.283, 0.153, 1.186, 0.655, -0.473, -0.324, -0.543, 0.396, -0.183, 0.864, -0.098, -0.087, 0.222, -0.133, 0.430, 0.334, -1.349, 0.163, -1.335, -0.833, 0.403, 0.257, -0.597, 0.447, 0.363, 0.533, 0.398, -1.421, 0.329, -0.486, -0.698, -0.106, -0.229, 1.048, 0.471, 0.933, -1.750, 0.231, 0.163, 0.193, 0.355, -0.863, 0.136, -1.704, 0.085, 0.467, 0.464, 0.191, 0.307, 0.408, -0.173, 0.380, 0.604, -1.315, 0.308, 0.169, -0.533, 0.784, -0.395, 0.358, 0.359, -1.500, -1.319, -1.172, -0.810, 0.344, 0.759, 0.150, 0.291, 0.714], "lumo_energy_ev": [2.46, 2.46], "multiplicity": 5, "total_charge": -1, "homo_energy_ev": [-5.07, -5.10], "fmax_ev_per_a": 0.62, "s_squared": 6.01}

=====

2.
{"formula": "C20H22N4O10S", "method": "ωB97M-V/def2-TZVPD", "elements": ["O", "H", "N", "C", "C", "H", "H", "H", "H", "C", "C", "H", "H", "N", "C", "H", "C", "H", "H", "C", "O", "H", "H", "O", "O", "C", "H", "C", "C", "C", "S", "O", "H", "H", "O", "C", "H", "H", "O", "C", "O", "O", "C", "C", "C", "N", "H", "H", "C", "H", "O", "C", "H", "H", "C", "N", "C"], "positions_angstrom": [[-0.460, -1.772, -2.290], [1.695, -2.824, -2.651], [3.790, 3.300, -0.034], [0.265, -0.850, 1.394], [3.785, 2.061, 0.269], [6.385, 0.533, -3.009], [4.207, 5.806, 0.529], [-1.543, -0.111, -2.843], [2.505, 6.036, 1.021], [4.620, -0.252, -0.366], [-3.254, -0.089, 1.984], [1.862, -2.578, -0.906], [1.482, 0.217, 2.969], [-0.952, -0.237, 1.462], [-2.747, -1.928, -2.938], [-5.450, -3.538, -1.174], [-2.354, -1.450, -0.007], [4.169, -0.841, 0.406], [2.738, -1.510, -2.011], [5.442, -0.707, -1.418], [3.496, 1.402, 2.567], [-2.693, -2.929, -2.518], [1.506, 1.058, 0.139], [0.664, -0.012, -1.454], [5.229, 1.503, -1.604], [-0.495, 0.935, 2.158], [-5.045, 0.332, 0.883], [5.779, 0.406, -2.134], [3.038, 1.480, 1.452], [0.944, 0.374, 2.032], [-1.303, 0.960, 3.789], [0.617, -1.905, 0.951], [-2.583, -1.975, -4.010], [-3.724, -1.497, -2.728], [3.021, 4.123, 0.764], [-2.269, -0.610, 1.243], [-5.314, -0.149, 2.585], [2.903, 5.612, -0.672], [-4.983, -1.673, 1.304], [-5.185, -1.904, -0.017], [-2.611, -2.614, -0.094], [-5.166, -1.046, -0.865], [1.822, -2.078, -1.874], [-3.006, 0.873, 3.113], [0.646, -1.154, -1.841], [1.791, 1.066, 1.112], [-5.248, -3.855, 0.508], [-3.285, 1.883, 2.801], [4.521, 1.113, -0.522], [5.742, -1.716, -1.614], [-1.999, -0.615, -0.991], [3.177, 5.473, 0.377], [-3.615, 0.602, 3.975], [-0.690, 1.873, 1.635], [-4.715, -0.338, 1.690], [-5.471, -3.205, -0.226], [-1.682, -1.057, -2.299]], "mulliken_charge": [-0.341, 0.393, -0.502, -0.091, 0.264, 0.510, 0.271, 0.341, 0.256, -0.401, 0.696, 0.244, 0.586, 0.679, -1.354, 0.266, 0.513, 0.605, 0.202, -0.605, -0.673, 0.323, 0.300, -0.664, -0.399, -0.604, 0.315, -0.513, 0.356, -0.381, -0.207, -0.694, 0.435, 0.336, -0.192, 0.235, 0.494, 0.248, -0.416, 0.595, -0.527, -0.606, -0.979, -1.461, 0.848, 0.225, 0.217, 0.372, 0.484, 0.483, -0.224, -0.562, 0.544, 0.433, -0.619, -0.397, 0.344], "smiles": "CO/N=C(\\C(=O)N[C@@H]1C(=O)N2C(C(=O)O[C@H](C)OC(C)=O)=C(COC(N)=O)CS[C@@H]12)c1ccco1", "lumo_energy_ev": 0.57, "relative_energy_kj_mol": 25.27, "homo_energy_ev": -8.34, "fmax_ev_per_a": 1.20}

=====

3.
{"formula": "C4H13N2O2", "method": "ωB97M-V/def2-TZVPD", "elements": ["O", "H", "H", "C", "H", "N", "O", "H", "H", "H", "N", "H", "C", "H", "C", "C", "H", "H", "H", "H", "H"], "positions_angstrom": [[-0.157, 2.344, -2.170], [-1.415, 1.237, -0.046], [0.211, 1.142, -0.238], [-0.934, -0.403, -1.346], [-0.716, 0.685, 2.027], [-1.141, -1.402, 1.488], [1.893, 0.463, 1.552], [-2.152, -1.355, 1.294], [1.260, -0.697, -1.862], [-1.741, -1.035, -1.641], [0.404, -1.249, -1.538], [-0.998, 0.250, -2.215], [-0.341, -0.112, 1.309], [0.801, 2.365, -2.140], [1.129, -0.419, 1.777], [-0.620, 0.437, -0.068], [0.228, -2.030, -2.290], [-0.529, 3.195, -1.930], [-1.018, -1.751, 2.420], [0.747, -1.630, -0.627], [1.238, -1.199, 2.500]], "mulliken_charge": [-0.628, 0.440, 0.342, -0.555, 0.372, -0.265, -0.234, 0.328, 0.398, 0.387, -0.368, 0.444, -0.018, 0.315, -0.045, -0.660, 0.414, 0.327, 0.316, 0.293, 0.396], "lumo_energy_ev": [-8.54, -13.21], "multiplicity": 2, "total_charge": 2, "relative_energy_kj_mol": 262.30, "homo_energy_ev": [-18.54, -18.53], "fmax_ev_per_a": 5.12, "s_squared": 0.76}

=====

4.
{"formula": "C7H9BrN2O3S", "method": "ωB97M-V/def2-TZVPD", "elements": ["H", "Br", "H", "S", "C", "C", "C", "H", "N", "H", "H", "C", "O", "C", "N", "C", "H", "O", "O", "H", "C", "H", "H"], "positions_angstrom": [[-1.603, 1.718, -0.086], [-1.904, -0.385, 3.003], [1.734, 1.355, -0.430], [-2.778, -0.841, 1.063], [-1.454, -1.775, 0.264], [0.545, -3.099, -0.871], [-1.535, -2.085, -1.083], [0.772, 3.955, 1.810], [-0.576, 1.458, -0.106], [1.337, -3.255, 1.120], [-0.319, 2.726, 2.442], [0.452, -2.888, 0.490], [-3.176, 0.361, 0.398], [-0.055, 3.305, 1.528], [-0.507, -2.230, 1.060], [-0.487, -2.707, -1.688], [1.445, -3.276, -1.450], [1.564, 2.083, 0.217], [-3.815, -1.779, 1.264], [-2.279, -1.582, -1.737], [0.209, 2.277, 0.448], [-0.971, 3.926, 1.357], [-0.418, -2.748, -2.685]], "mulliken_charge": [0.190, -0.126, 0.335, 0.982, 0.761, -0.334, -0.553, 0.312, -0.598, 0.289, 0.188, -0.265, -0.541, -0.914, -0.365, -0.447, 0.326, -0.536, -0.538, 0.293, 0.729, 0.306, 0.504], "smiles": "O=S(=O)(Br)c1ccccn1.[H]/N=C(\\C)O", "lumo_energy_ev": 0.01, "relative_energy_kj_mol": 13.01, "homo_energy_ev": -9.85, "fmax_ev_per_a": 3.76}